Record 1
C56H91AsGeN7O3P3SSi2Ti | ωB97M-V with the def2-TZVPD basis set

Last column: Mulliken charge in e.
Positions of all 166 atoms, in Å:
1 C -1.46 -1.02 -4.27  -0.6095
2 H 2.90 -3.73 1.19  0.3268
3 C 0.50 -5.52 -1.43  0.6752
4 C -3.33 -7.01 -0.75  -1.2269
5 H -3.13 -1.94 0.82  0.9196
6 H -3.55 -8.07 -0.73  0.4137
7 H 3.02 2.45 5.12  0.2880
8 H 5.72 2.23 -0.68  0.2526
9 N -2.36 -2.97 -0.85  0.4539
10 C 2.36 -1.47 2.79  1.7941
11 C -1.18 -5.39 -4.17  -0.1177
12 C 3.74 4.20 -1.05  -1.1436
13 C 0.41 -3.61 -3.76  -0.2913
14 H 4.18 -0.36 3.27  0.2721
15 H -3.57 0.69 -3.93  0.0955
16 C -0.51 -4.57 -3.29  0.5609
17 Si 1.50 3.54 3.42  0.5305
18 H -0.07 -0.95 2.29  -1.1278
19 H -1.82 3.53 4.95  0.2020
20 Ti -0.33 0.01 -0.26  -1.2447
21 C -2.73 -4.26 -0.81  0.4328
22 H -2.36 -0.87 -4.87  0.7772
23 H 4.51 -0.23 1.16  -0.1543
24 H -3.98 2.32 1.62  0.4883
25 C -4.43 -1.80 -3.04  -1.3845
26 N 1.13 -3.76 0.05  0.5065
27 C 2.21 -5.95 0.19  -0.7773
28 C 4.45 -0.76 -0.91  -1.1390
29 C -1.69 -0.46 4.82  -1.1755
30 C -0.68 0.29 -4.18  2.1344
31 H 3.72 2.36 3.51  0.0201
32 C -3.25 -1.99 -0.27  -3.3356
33 H -1.04 -1.28 4.53  0.1609
34 H 2.69 4.47 -1.15  0.2775
35 H 1.48 4.33 1.04  -0.4088
36 C 1.94 4.70 1.95  -0.5933
37 H -5.34 -2.35 -2.82  0.2654
38 C -2.17 2.52 5.12  -1.1951
39 C -2.16 6.64 0.11  -0.7348
40 C 1.37 2.74 -3.05  -0.1772
41 C 1.94 1.34 -3.15  1.3679
42 H 1.22 0.51 6.06  0.1784
43 H 3.32 -1.02 4.65  0.3488
44 H -2.02 -0.66 5.84  0.5032
45 H -3.60 -2.44 -2.76  -0.0692
46 C -1.21 2.64 -0.76  -1.2708
47 H 4.29 5.05 -0.64  0.4339
48 H 3.76 0.03 -1.20  -0.1509
49 C 2.90 2.21 0.03  -1.5840
50 C 0.80 -6.73 -2.03  -0.3241
51 H -3.42 0.78 2.26  0.1751
52 C 2.41 -3.17 0.39  -3.4412
53 H 1.58 5.71 2.11  0.5092
54 H 1.55 -1.45 -4.39  0.2969
55 H -4.40 1.68 -2.76  0.3117
56 C 3.62 -1.22 3.62  -1.6256
57 C 1.75 -7.58 -1.50  -1.2329
58 H -0.13 0.84 7.13  0.3943
59 H -0.88 -1.80 -4.76  0.2545
60 C 0.38 1.18 6.24  -1.2181
61 H 2.25 1.49 -5.30  0.3608
62 P -3.05 -0.28 -0.97  2.3612
63 As 0.33 1.65 2.67  0.7185
64 H -4.67 -4.06 0.14  0.4860
65 H 2.37 -3.59 3.29  0.4605
66 H -0.18 5.21 4.31  0.2116
67 H 1.31 -2.61 4.29  0.3846
68 H -1.05 0.57 -6.26  0.4767
69 H -3.04 2.37 4.49  0.2878
70 H -1.43 -7.29 -1.65  0.5545
71 C -1.71 5.84 1.17  -1.2591
72 O -0.64 1.75 -0.01  0.4425
73 Ge -0.17 -2.57 -1.05  2.8167
74 O -1.32 4.06 -3.89  -0.7768
75 C -5.35 -0.09 0.85  -2.0518
76 H 5.23 1.99 1.01  0.1831
77 H 1.40 5.54 4.99  0.3734
78 C 5.23 -2.24 0.90  -1.9335
79 H 0.12 1.71 -5.62  0.3625
80 H 1.96 -8.53 -1.97  0.4293
81 C 1.68 -2.75 3.28  -1.6449
82 O -3.55 3.61 -3.06  -0.8054
83 H 0.41 -4.54 -7.02  0.4033
84 H -2.42 7.67 0.29  0.4237
85 H -5.34 0.69 -3.88  0.5144
86 C -1.95 4.79 -1.36  0.0245
87 H -1.09 -2.05 1.40  0.5280
88 C -1.37 4.52 0.98  0.3007
89 H -4.40 -1.64 -4.11  0.5080
90 H 0.80 2.16 6.45  0.2652
91 P 2.41 -1.38 0.88  2.0700
92 H 2.62 1.19 -2.30  -0.7090
93 C 1.28 -5.06 -0.36  -0.0383
94 H 0.52 2.90 -3.71  0.1397
95 H 5.79 3.59 0.47  0.3685
96 H -4.99 -0.79 1.60  0.3564
97 C 4.26 -1.11 0.56  1.0155
98 H 4.27 -1.63 -1.53  0.4131
99 N 0.87 -2.70 -2.85  0.2288
100 H -1.33 1.08 -3.81  -1.1718
101 H 5.11 -2.62 1.91  0.2609
102 H 3.82 3.86 4.43  0.4046
103 H 4.14 3.95 -2.03  0.2995
104 C 1.47 -1.48 -3.30  -1.5425
105 H -1.75 -1.36 -3.28  -0.4957
106 H -2.44 1.66 1.08  -0.6701
107 H 1.56 -3.05 -5.50  0.3903
108 H 3.68 1.81 -4.32  0.4964
109 H 0.59 0.01 -5.95  0.3093
110 H 3.14 0.15 -4.54  0.3380
111 H 0.85 -3.01 2.63  0.0970
112 C -0.90 -5.35 -5.53  -1.3137
113 H -1.65 6.26 2.16  0.4849
114 H -2.67 6.68 -1.99  0.5418
115 C 5.23 2.70 0.18  -1.0402
116 C -1.83 -5.21 -1.33  -0.2012
117 H -5.35 -0.39 -1.72  0.7030
118 C -3.45 1.40 1.37  -0.7134
119 H 3.02 4.75 1.79  0.4326
120 H 4.28 -2.09 3.65  0.3924
121 C -2.29 6.10 -1.17  -0.9248
122 N 3.87 3.08 -0.14  0.8640
123 C 2.79 1.18 -4.41  -2.1660
124 H 2.13 3.48 -3.29  0.5239
125 P 0.57 0.10 -2.78  3.0708
126 S -2.14 3.70 -2.75  1.3209
127 C 0.76 -3.67 -5.11  -0.7795
128 C 0.12 -4.53 -5.98  -0.7192
129 H -5.94 -0.64 0.13  0.3721
130 H 1.01 2.92 -2.03  -0.5213
131 H -1.05 3.90 1.81  0.4394
132 H -6.01 0.62 1.35  0.4572
133 C -0.85 -0.99 1.54  0.6134
134 C -4.43 0.72 -3.27  -1.4241
135 H 3.05 -3.22 -0.50  0.6815
136 C -3.94 -4.75 -0.27  -1.0741
137 H 1.71 -0.62 3.03  -1.7956
138 C -4.24 -6.09 -0.25  -0.8807
139 C 0.72 4.74 4.72  -1.1951
140 H 6.26 -1.86 0.81  0.4918
141 H 2.77 -5.68 1.07  0.4704
142 H -5.18 -6.43 0.17  0.3934
143 Si -0.80 1.24 4.71  0.5141
144 H 5.12 -3.06 0.21  0.3413
145 H -1.44 -5.99 -6.22  0.3966
146 C -4.18 0.68 0.23  0.4712
147 H 2.49 -1.40 -2.88  -0.0383
148 N 2.09 1.41 0.23  0.7434
149 H -2.50 2.46 6.16  0.4064
150 C -2.14 -6.56 -1.29  0.0373
151 H -2.56 -0.50 4.18  0.2642
152 C -4.42 -0.45 -2.30  0.3935
153 C -0.20 0.67 -5.58  -2.0548
154 H -1.74 -0.52 1.99  -0.4676
155 C -1.47 3.97 -0.32  0.3140
156 N -1.57 2.35 -2.02  -0.0776
157 H -1.94 -6.06 -3.80  0.5283
158 H 5.47 -0.42 -1.10  0.5125
159 H 0.43 4.22 5.62  0.2889
160 H 3.13 -7.87 0.12  0.4091
161 C 2.42 -7.20 -0.35  -0.8497
162 H -4.29 -2.27 -0.47  0.8055
163 C 3.18 3.01 4.20  -1.1606
164 N -0.59 -4.69 -1.86  1.6301
165 H 0.29 -7.01 -2.94  0.5902
166 H -4.59 1.46 -0.44  0.6632

Values from the calculation:
Highest occupied orbital energy (alpha / beta) (eV): -3.3 / -3.3
Spin multiplicity: 2
Maximum force (eV/A): 5.02
ΔE to the lowest compared entry with this formula, charge and spin (kcal/mol): 48.6
E_tot (Ha): -9960.94787
Total charge: -1
<S²>: 0.76
Kohn-Sham gap (alpha / beta) (hartree): 0.1723 / 0.1728


Record 2
C57H121F3N5O6S | ωB97M-V with the def2-TZVPD basis set

Last column: Mulliken charge in e.
Positions of all 193 atoms, in Å:
1 H -2.96 -0.03 4.85  0.3259
2 C -4.04 -0.45 -0.91  -0.4613
3 H -2.70 -2.70 3.51  0.3788
4 H 1.49 -2.54 3.60  0.4578
5 C 4.31 2.51 0.10  1.3075
6 H -0.83 -3.66 1.03  -0.0139
7 H 3.38 -1.45 2.13  0.1903
8 F 3.16 -3.33 0.14  -0.2318
9 C 2.56 5.60 -1.38  -0.4507
10 H 3.38 -1.18 8.47  0.3795
11 H -3.78 -4.84 -2.37  -0.1132
12 C -1.14 -1.28 5.34  -0.7670
13 C -0.67 -4.61 0.52  -1.0103
14 H -3.07 3.79 3.28  0.4886
15 H 2.84 5.58 -0.32  -0.0607
16 C 3.12 -1.17 3.15  -0.9133
17 H -3.91 -5.86 -3.75  0.7517
18 C -1.24 0.04 -3.71  -0.1933
19 H 4.57 4.86 -1.68  0.4779
20 C 1.68 -1.48 3.45  0.3047
21 H 1.37 7.80 4.96  0.3351
22 C -1.07 3.33 3.42  0.7491
23 F 3.81 -1.59 -0.89  -0.2464
24 H 3.61 3.04 3.12  -0.4569
25 H -0.26 0.75 4.99  0.4841
26 H 4.35 1.92 -6.77  0.3675
27 H -1.44 -8.39 -5.23  0.3822
28 C 3.89 2.23 -1.41  -1.1991
29 C -2.04 2.97 -3.05  -0.1870
30 H -4.95 0.01 -1.30  0.3595
31 C 1.22 4.85 -1.79  -0.7805
32 H -2.39 3.97 -2.78  0.5666
33 C -1.44 -5.57 -3.71  -0.3773
34 O 1.00 0.16 -0.92  2.4255
35 H -1.20 3.14 4.48  0.4230
36 H 0.35 7.37 2.73  0.3435
37 H 3.49 1.23 -1.58  0.3822
38 H -2.34 -1.48 -4.65  0.6146
39 C 2.69 2.82 -3.64  -0.4469
40 H 0.39 9.16 4.50  0.4224
41 H 1.15 -2.05 5.94  0.5713
42 C -0.45 -3.00 -6.17  -1.2929
43 C 3.57 4.72 -2.10  -0.5792
44 H 0.87 4.98 -2.81  0.4278
45 H -3.51 -1.36 -2.77  0.4727
46 C 3.50 4.00 3.62  0.4850
47 H 0.41 5.20 -1.15  0.2689
48 N 1.30 -0.47 4.59  0.9574
49 N -0.39 4.66 3.11  0.9673
50 H 2.77 -1.47 5.72  0.5518
51 H -1.21 -1.07 6.41  0.2379
52 C 3.26 0.52 -5.80  -0.7377
53 C 1.69 -0.29 7.19  -0.0013
54 H -1.21 7.76 3.36  0.4967
55 O 1.03 -2.17 -2.10  -1.4937
56 O 1.79 -4.52 -2.27  -0.7430
57 C 4.53 4.06 4.75  -1.7907
58 H -2.78 2.20 2.65  0.3136
59 H -1.52 3.27 0.70  -0.7461
60 H 1.92 3.52 -3.95  0.5479
61 C -6.06 -6.26 -1.73  -0.3230
62 H 2.61 6.59 -1.82  0.5432
63 H 3.03 0.15 -6.79  0.4529
64 H -3.55 0.27 -0.26  0.0522
65 H 0.99 2.73 -2.06  -1.0241
66 C -0.25 7.33 3.64  -0.4608
67 H -5.27 -2.22 -0.67  0.4189
68 H 4.69 4.96 5.35  0.4070
69 H -4.69 -7.60 -2.51  0.2685
70 C -0.32 -1.60 -5.51  -0.4162
71 C -2.66 -1.08 4.87  -0.8719
72 H -0.89 -5.46 1.18  0.4747
73 C -2.99 -0.74 -2.04  -0.1187
74 H 2.36 0.44 -5.19  -0.0787
75 C -1.56 -6.11 -1.16  -1.4483
76 H 4.15 3.74 -4.83  0.3637
77 H -3.86 3.17 -4.15  0.3685
78 H -3.14 -7.88 -5.10  0.2734
79 H 2.27 1.81 -3.57  -0.1864
80 H -2.23 -6.69 -0.52  0.4893
81 C -2.12 -7.69 -4.75  -0.6287
82 H 4.33 3.35 5.55  0.3127
83 N 3.04 3.28 -2.18  1.0104
84 C -0.23 -0.26 4.57  -0.3103
85 H -2.15 -1.30 -1.61  0.0062
86 C -1.31 -1.39 -4.29  0.6289
87 H -4.45 1.20 -3.38  0.5233
88 H -1.58 -4.49 -3.68  -0.0236
89 H -3.63 -2.18 0.19  0.2215
90 H 2.29 0.62 7.16  0.1166
91 C -6.97 -7.34 -1.04  -1.4522
92 H 3.75 4.79 2.91  0.5135
93 H 0.23 -2.97 -7.02  0.4708
94 H -6.17 -5.44 -1.02  0.1617
95 H -2.46 -4.14 -0.73  -0.2042
96 H -4.33 -6.99 -0.86  0.1569
97 S 2.16 -3.10 -2.40  1.0576
98 O 0.29 1.08 1.03  -0.5663
99 H -3.53 0.37 -4.59  0.5501
100 H 0.69 0.06 7.44  0.3750
101 H 4.29 3.60 0.23  0.0796
102 H 1.16 3.66 2.03  0.2362
103 H -0.47 0.18 -2.94  -0.4861
104 H 6.46 2.31 -0.09  0.5283
105 H -2.97 1.95 -1.26  0.6426
106 C 1.65 3.39 -1.49  0.8675
107 H 3.55 5.09 -3.12  0.3175
108 H 4.12 -0.07 -5.47  0.3346
109 H 0.39 -4.61 0.25  0.2795
110 H 5.81 1.82 1.53  0.3688
111 H -0.45 -0.23 3.50  -0.1270
112 C -2.18 1.80 -2.00  0.2509
113 H -0.39 -5.76 -3.49  0.4280
114 C -3.46 1.14 -3.83  -0.8739
115 H -0.21 8.05 5.73  0.3553
116 H -2.99 4.27 0.87  0.5848
117 H -0.42 5.23 0.86  0.1465
118 H 0.69 -1.61 -5.08  0.0014
119 H -1.24 -2.19 -3.56  -0.8180
120 H 5.50 3.78 4.34  0.4224
121 H 1.70 3.18 -0.42  0.1496
122 C 5.66 1.80 0.45  -1.6019
123 C -2.87 -1.63 3.46  -0.9607
124 H 1.70 3.49 4.74  0.3888
125 H 4.23 0.38 4.01  0.6163
126 H 4.77 2.29 -4.10  0.4240
127 H -2.59 -5.70 -5.50  0.4798
128 N -2.21 -6.40 -2.60  0.5409
129 C 2.16 0.79 4.21  0.8684
130 H -1.02 -4.10 -1.61  -0.9513
131 H -5.12 -1.25 0.66  0.4136
132 F 4.66 -3.48 -1.49  -0.2194
133 C -1.05 5.06 1.74  -1.1438
134 H -1.00 -6.13 -5.78  0.5407
135 H -1.12 0.72 -4.55  0.5860
136 C -4.51 -1.64 -0.15  -1.4145
137 C 1.74 -1.13 5.86  -0.9574
138 O 2.83 -2.90 -3.67  -0.7675
139 H -0.05 5.51 5.09  0.7183
140 H -2.23 -1.15 2.72  0.1340
141 H 1.81 -1.96 8.52  0.3929
142 H -0.38 -0.76 -6.21  0.5731
143 H -3.38 -1.55 5.54  0.4665
144 H -7.11 -8.26 -1.61  0.3611
145 H 3.64 0.89 2.51  -0.8737
146 H -0.39 2.51 3.24  -1.3338
147 C -2.97 2.54 -4.15  -1.0704
148 H 1.92 5.18 4.63  0.6376
149 C 3.61 2.00 -5.97  -0.6777
150 O -0.18 -1.00 0.53  -0.7031
151 H -1.01 2.90 -3.39  -0.1517
152 C -2.38 3.21 2.68  -0.9677
153 H 3.58 2.04 0.76  -0.7571
154 H -1.52 6.01 1.96  0.5845
155 C 3.35 0.27 3.37  0.2225
156 C 1.14 4.44 2.79  -0.9453
157 C 2.03 4.26 4.05  -0.8486
158 C -1.49 -4.63 -0.78  1.9737
159 C -1.99 -7.86 -3.21  -0.6422
160 H -0.14 -3.76 -5.46  0.0777
161 H 2.47 1.24 5.15  0.4883
162 H -1.25 1.59 -1.46  -0.7299
163 C -1.78 -6.27 -5.03  -0.9450
164 H 2.06 -0.52 9.26  0.4309
165 C -0.57 5.80 4.18  -1.1450
166 N -2.47 0.53 -2.83  0.8218
167 C 2.31 -1.01 8.32  -1.7055
168 C 3.90 2.70 -4.61  -0.7822
169 H -2.77 -8.56 -2.92  0.3532
170 C -2.07 3.93 1.35  0.8212
171 H 0.65 -0.69 -1.20  -1.5854
172 H 1.56 1.54 3.69  -1.4543
173 C -3.68 -5.88 -2.68  -0.4505
174 H 2.73 2.55 -6.30  0.3255
175 H 3.79 -1.78 3.74  0.4785
176 H 1.05 -1.19 2.60  -0.5436
177 H -1.45 -3.32 -6.48  0.3891
178 C 3.55 -2.86 -1.06  0.5691
179 H 4.86 2.12 -1.91  0.5869
180 H -1.63 5.68 4.41  0.5000
181 H -0.99 -8.18 -2.94  0.4992
182 C 0.34 8.11 4.79  -1.4920
183 H -7.99 -6.96 -0.98  0.4150
184 H -3.86 -1.42 3.06  0.4166
185 H -0.59 -6.56 -1.36  0.4463
186 H -2.48 2.56 -5.12  0.3603
187 H -0.68 -2.21 5.02  0.4459
188 H -6.51 -5.96 -2.68  0.4064
189 H 1.53 5.38 2.40  0.7349
190 H 5.81 0.80 0.06  0.2834
191 C -4.64 -6.72 -1.87  -0.5478
192 H -6.63 -7.55 -0.03  0.3664
193 C 0.34 0.12 0.26  0.5151

Values from the calculation:
Highest occupied orbital energy (eV): -13.9
Maximum force (eV/A): 3.23
ΔE to the lowest compared entry with this formula, charge and spin (kcal/mol): 97.6
E_tot (Ha): -3666.45722
Total charge: +3
Kohn-Sham gap (hartree): 0.3146